A cluster of 11 separate species, C58H131N11O14 in total at a distorted geometry. Source: the Open Molecules 2025 dataset; level of theory: ωB97M-V/def2-TZVPD.

Geometry as ORCA input:
```
! RIJCOSX wB97M-V def2-TZVPD def2/J DEFGRID3
* xyz 0 1
C -0.4649 -13.1084 -15.3243
C -0.1420 -12.1237 -14.4186
C -1.2900 -11.8209 -13.7538
N -2.3265 -12.5706 -14.2163
C -1.7954 -13.4013 -15.2141
H 0.2206 -13.6071 -15.9934
H 0.8343 -11.7266 -14.1827
H -1.5010 -11.1713 -12.9171
H -3.3057 -12.5297 -13.9722
H -2.3991 -14.1530 -15.7008
C -2.9130 -17.3002 -14.1664
O -3.2679 -17.7850 -15.4729
C -4.5917 -17.4032 -15.8141
C -4.6524 -17.2624 -17.3634
N -3.9840 -16.0543 -17.9504
C -4.2749 -15.9783 -19.3913
C -3.6953 -14.6750 -19.9901
O -2.2889 -14.8301 -20.0818
C -1.6595 -13.5556 -19.8740
H -3.4823 -17.7554 -13.3560
H -3.1750 -16.2453 -14.2486
H -1.8234 -17.3105 -14.1382
H -4.8942 -16.4714 -15.3361
H -5.2389 -18.2253 -15.5087
H -5.6315 -17.4942 -17.7827
H -4.1499 -18.1221 -17.8067
H -2.9787 -16.1497 -17.9289
H -5.3634 -16.0011 -19.4429
H -3.9011 -16.8303 -19.9592
H -4.0315 -13.8502 -19.3618
H -4.0803 -14.4215 -20.9778
H -1.7285 -13.2769 -18.8225
H -2.2043 -12.7735 -20.4028
H -0.6276 -13.5507 -20.2251
C 1.0027 -11.8608 -9.7230
O 1.9361 -11.8174 -10.8031
C 1.9065 -10.5117 -11.3056
C 2.9268 -10.3390 -12.4527
N 4.3122 -10.6017 -12.0681
C 5.1398 -10.4937 -13.2547
C 6.5707 -11.0374 -12.9587
O 6.3780 -12.3879 -12.5211
C 7.6361 -12.8609 -12.0009
H -0.0482 -11.7604 -9.9944
H 1.1641 -11.0681 -8.9925
H 1.0712 -12.8008 -9.1754
H 2.2571 -9.8348 -10.5264
H 0.8953 -10.2919 -11.6478
H 2.8115 -9.3274 -12.8419
H 2.7378 -11.1179 -13.1915
H 4.4652 -11.5666 -11.8116
H 5.0992 -9.5018 -13.7048
H 4.7465 -11.2138 -13.9723
H 6.9459 -10.3780 -12.1760
H 7.2516 -11.0465 -13.8097
H 7.8301 -12.3182 -11.0757
H 8.5289 -12.7864 -12.6217
H 7.3778 -13.8469 -11.6146
C 1.4813 -7.0880 -13.5590
O 1.0108 -8.0996 -14.4278
C 1.0436 -7.7673 -15.8247
C 0.5734 -9.0085 -16.6224
N 1.6772 -9.9346 -16.8535
C 1.1899 -10.9079 -17.8449
C 2.1016 -12.1042 -17.8912
O 2.1520 -12.8200 -16.6604
C 3.2839 -13.7437 -16.5610
H 2.5204 -6.8072 -13.7308
H 1.5301 -7.4206 -12.5221
H 0.8929 -6.1912 -13.7532
H 2.0536 -7.5253 -16.1557
H 0.4208 -6.8980 -16.0361
H 0.1914 -8.6518 -17.5789
H -0.2650 -9.5546 -16.1900
H 1.7915 -10.4081 -15.9687
H 1.2225 -10.3623 -18.7880
H 0.1833 -11.2668 -17.6301
H 3.0882 -11.8674 -18.2895
H 1.6352 -12.7872 -18.6012
H 4.2206 -13.1973 -16.6710
H 3.3047 -14.5113 -17.3346
H 3.2408 -14.1969 -15.5706
C -5.4770 -15.4809 -10.1739
O -5.7513 -14.6190 -11.2868
C -5.2815 -15.0395 -12.5058
C -5.6594 -13.9224 -13.5561
N -5.1518 -12.6137 -13.1561
C -5.7960 -11.6066 -13.9878
C -5.5309 -10.1701 -13.5592
O -5.9702 -10.1303 -12.2080
C -5.5431 -9.0353 -11.4912
H -4.4519 -15.8287 -10.0465
H -6.0555 -16.4047 -10.1779
H -5.6902 -14.9272 -9.2595
H -5.8180 -15.9766 -12.6548
H -4.2088 -15.2253 -12.4521
H -6.7485 -13.9469 -13.5190
H -5.3160 -14.1507 -14.5651
H -5.4863 -12.4099 -12.2251
H -6.8756 -11.7535 -13.9562
H -5.3918 -11.7299 -14.9925
H -6.1705 -9.4473 -14.0657
H -4.5233 -9.7604 -13.6291
H -6.1830 -9.0006 -10.6094
H -5.6178 -8.0980 -12.0425
H -4.5269 -9.1838 -11.1259
C -4.7435 -21.1132 -9.2934
O -3.5691 -20.3846 -9.4991
C -2.5846 -20.6648 -8.5602
C -1.3544 -19.7453 -8.7532
N -1.7230 -18.3988 -9.1445
C -0.4860 -17.7005 -9.5074
C -0.7874 -16.2341 -9.9335
O -1.3107 -16.2509 -11.2552
C -1.4238 -14.9066 -11.7139
H -4.5399 -22.1794 -9.3934
H -5.4892 -20.9443 -10.0702
H -5.2737 -21.0606 -8.3425
H -2.2364 -21.6909 -8.6786
H -3.0316 -20.5867 -7.5691
H -0.5732 -20.1979 -9.3640
H -0.8475 -19.7626 -7.7884
H -2.5138 -18.4733 -9.7683
H 0.0973 -18.1873 -10.2889
H 0.1824 -17.6592 -8.6474
H 0.0774 -15.5796 -9.8251
H -1.5975 -15.8768 -9.2978
H -2.1856 -14.3030 -11.2204
H -1.7201 -14.9188 -12.7628
H -0.5003 -14.3290 -11.7553
C -8.4361 -7.3483 -13.6706
O -7.9155 -7.5202 -14.9795
C -8.9244 -7.7748 -15.9919
C -8.2753 -7.8746 -17.3495
N -7.3577 -9.0450 -17.4499
C -6.5237 -8.9978 -18.6729
C -5.5896 -10.1907 -18.7102
O -4.6492 -10.2014 -17.6644
C -3.8894 -11.4299 -17.7167
H -8.7774 -8.2740 -13.2072
H -9.3230 -6.7159 -13.7077
H -7.6934 -6.8084 -13.0832
H -9.6728 -6.9823 -15.9973
H -9.4988 -8.6920 -15.8625
H -7.6598 -6.9834 -17.4721
H -9.0292 -7.8018 -18.1333
H -6.6731 -9.0612 -16.7075
H -5.9774 -8.0603 -18.7765
H -7.0955 -9.1186 -19.5930
H -4.9843 -10.1600 -19.6162
H -6.2031 -11.0913 -18.7356
H -4.4815 -12.3296 -17.5488
H -3.1528 -11.3999 -16.9139
H -3.2516 -11.5770 -18.5884
C -2.4914 -7.9194 -13.5230
O -3.5566 -7.1636 -14.1494
C -3.5306 -7.4250 -15.5601
C -4.7559 -6.7471 -16.2052
N -4.5776 -5.2694 -16.3480
C -5.6600 -4.4953 -16.9554
C -5.3149 -2.9827 -16.9940
O -5.1829 -2.3823 -15.6679
C -5.0315 -0.9549 -15.6933
H -1.5796 -7.4024 -13.8223
H -2.5193 -8.9493 -13.8789
H -2.4941 -7.9497 -12.4334
H -3.4799 -8.4673 -15.8751
H -2.6400 -6.9284 -15.9451
H -5.6460 -6.9514 -15.6102
H -4.8979 -7.1745 -17.1978
H -4.3145 -4.8274 -15.4788
H -6.4956 -4.7095 -16.2892
H -6.0296 -4.8030 -17.9336
H -6.0014 -2.4849 -17.6788
H -4.3525 -2.9190 -17.5017
H -4.1118 -0.8042 -16.2585
H -5.0003 -0.4722 -14.7165
H -5.9305 -0.5621 -16.1683
C 1.6616 -15.8031 -13.2964
C 2.3283 -14.6081 -12.5404
C 3.5189 -14.9913 -11.6265
C 3.2057 -15.9364 -10.5377
N 2.9612 -16.6576 -9.6578
H 2.2651 -16.2638 -14.0784
H 0.7376 -15.5258 -13.8037
H 1.3894 -16.5546 -12.5553
H 1.5978 -14.0369 -11.9674
H 2.5323 -13.7990 -13.2416
H 3.8401 -14.0714 -11.1379
H 4.3683 -15.5105 -12.0703
C 0.4878 -15.9953 -17.8561
C -0.8810 -16.5252 -17.5314
C -0.9389 -18.0691 -17.6382
C -0.2068 -18.7757 -16.5590
N 0.3756 -19.3074 -15.7065
H 0.3520 -14.9263 -18.0201
H 0.7966 -16.4381 -18.8030
H 1.1852 -16.1308 -17.0294
H -1.5613 -16.0783 -18.2564
H -1.2133 -16.2298 -16.5362
H -0.4397 -18.3759 -18.5572
H -1.9705 -18.4058 -17.7410
C -0.0378 -8.7393 -7.1061
C -0.9688 -7.6972 -7.6486
C -0.8344 -7.6342 -9.2134
C -1.2895 -8.8631 -10.0037
N -1.6242 -9.8072 -10.5813
H 0.9658 -8.5717 -7.4970
H -0.3075 -9.7417 -7.4386
H -0.0116 -8.7570 -6.0166
H -0.6972 -6.7571 -7.1685
H -1.9849 -7.9611 -7.3552
H 0.1774 -7.4239 -9.5600
H -1.4970 -6.8123 -9.4846
*
```

**LUMO level**: 0.54 eV
**Energy**: -107314.3030 eV
**Molecular weight**: 1206.75 g/mol
**E_HOMO**: -7.82 eV
**HOMO-LUMO gap**: 0.3071 Ha